Record 1
17
Properties=species:S:1:pos:R:3:forces:R:3:mulliken_charge:R:1 method="wB97M-V/def2-TZVPD" total_energy_ha=-587.29521 lumo_energy_ev=-1.5 smiles="CC(C)C(=O)OO[N+](=O)[O-]" gap_ev=10.00 e_above_lowest_kcal_mol=203.3
C -1.45339 0.91830 0.81012 0.4 0.9 -1.9 -1.413
C -0.06143 0.15790 0.84634 -3.0 -0.8 0.1 0.744
C 0.60325 0.47534 2.14067 2.3 1.7 -0.6 -1.399
C 0.85178 0.19023 -0.37346 3.6 1.8 -0.1 0.504
O 2.07228 0.44993 -0.31877 -4.9 -1.6 -0.7 -0.515
O 0.08952 0.10731 -1.62046 1.0 -1.0 0.5 -0.132
O 0.91327 -0.42837 -2.72365 -0.1 1.0 1.0 -0.155
N 0.35637 -1.66716 -3.07877 -3.2 -4.0 -0.2 0.907
O -0.80642 -1.70324 -3.58047 4.1 1.0 1.6 -0.439
O 1.03759 -2.66403 -2.80854 -1.1 3.0 -0.8 -0.421
H -2.04098 0.63671 1.65736 0.2 0.2 1.1 0.463
H -1.34913 2.05462 0.72085 -0.1 -1.6 0.3 0.307
H -2.15965 0.57640 0.03425 0.8 0.2 -0.4 0.354
H -0.39551 -0.87398 1.09571 0.3 0.0 -1.3 0.137
H 1.43511 -0.26055 2.21377 -0.6 0.6 0.9 0.335
H -0.14947 0.52344 2.92620 0.4 -0.5 0.1 0.412
H 1.05679 1.50715 2.05886 -0.2 -1.0 0.3 0.309

=====

Record 2
107
Properties=species:S:1:pos:R:3:forces:R:3:mulliken_charge:R:1 method="wB97M-V/def2-TZVPD" total_energy_ha=-3311.62817 multiplicity=5 s2=6.02 lumo_energy_ev="-1.2 / -1.8" gap_ev="7.19 / 6.71"
Ru 0.14070 -0.08341 -0.25780 -0.3 -0.2 -0.1 -0.220
N 3.26858 -1.17861 -1.13583 -0.1 0.1 -0.2 -0.057
C 3.16942 0.12919 -0.73063 0.0 0.1 0.2 0.282
N 4.15694 0.99477 -0.73409 0.1 0.1 0.0 -0.555
N 3.61934 2.12498 -0.21380 0.0 -0.1 0.0 -0.761
N 2.38636 1.95647 0.08525 0.1 -0.2 -0.1 -0.233
N 2.05064 0.67376 -0.24137 -0.1 0.2 0.1 0.893
C 2.30417 -2.11574 -0.91153 0.0 -0.1 0.2 0.311
N 2.45076 -3.40642 -1.11764 -0.1 -0.1 0.0 -0.710
N 1.28747 -3.95600 -0.68849 0.1 0.1 0.0 -0.729
N 0.48438 -3.06531 -0.25435 0.2 0.1 0.0 0.186
N 1.09721 -1.85158 -0.38439 -0.1 0.0 0.1 0.412
H 4.13511 -1.48326 -1.54474 0.0 0.0 0.0 0.233
N -1.48327 -0.92321 -0.16324 0.1 -0.1 0.3 0.464
P -2.61415 -2.04655 -0.03320 0.0 0.3 -0.1 -0.895
N -4.01901 -1.14648 -0.00077 0.0 -0.2 -0.1 0.442
C -4.10039 -0.18322 -1.13774 0.0 0.0 -0.1 0.285
C -5.54530 0.23083 -1.40920 0.0 0.0 0.0 -1.084
C -6.30039 0.44704 -0.10561 0.0 0.0 0.0 -0.297
C -6.35065 -0.85985 0.71388 0.0 0.0 0.0 -0.993
C -5.28871 -1.85125 0.24319 0.0 0.1 -0.1 -0.733
N -2.53012 -3.04076 -1.31790 0.1 -0.3 0.0 1.371
C -3.27538 -4.30227 -1.39593 -0.1 0.1 0.0 -0.886
C -4.00755 -4.40488 -2.72812 0.0 0.0 0.0 -0.739
C -3.02594 -4.25610 -3.88933 0.0 0.0 0.1 -0.898
C -2.24670 -2.95078 -3.75231 0.0 0.0 0.0 -0.616
C -1.54852 -2.87086 -2.40366 0.1 -0.3 -0.1 -0.161
N -2.66637 -2.93450 1.34071 0.0 0.0 0.2 1.126
C -2.86116 -2.21466 2.61300 -0.1 -0.1 -0.1 -0.002
C -3.65405 -3.07740 3.58692 0.0 0.0 0.0 -0.831
C -2.99740 -4.44330 3.77979 0.0 0.0 0.0 -0.849
C -2.74047 -5.11294 2.43000 0.0 0.0 0.0 -0.901
C -1.92303 -4.19071 1.53893 0.0 0.2 -0.1 -0.774
H -3.67057 -0.62646 -2.04471 0.0 0.0 0.0 -0.203
H -3.49520 0.69305 -0.89666 0.0 0.0 0.0 -0.447
H -6.04937 -0.52892 -2.01247 0.0 0.0 0.0 0.394
H -5.53053 1.14231 -2.01036 0.0 0.0 0.0 0.498
H -7.30670 0.81770 -0.30152 0.0 0.0 0.0 0.524
H -5.79507 1.23389 0.45720 0.0 0.0 0.0 -0.114
H -7.32989 -1.33452 0.61727 0.0 0.0 0.0 0.420
H -6.20575 -0.65041 1.77726 0.0 0.0 0.0 0.308
H -5.62424 -2.35890 -0.67101 0.0 0.0 0.0 0.252
H -5.12530 -2.62457 0.99004 0.0 0.0 0.0 0.499
H -3.97827 -4.36296 -0.56311 0.0 0.0 0.0 0.274
H -2.57224 -5.13947 -1.30144 0.0 0.0 0.0 0.542
H -4.75962 -3.60936 -2.77627 0.0 0.0 0.0 0.198
H -4.53766 -5.35898 -2.77667 0.0 0.0 0.0 0.420
H -3.55116 -4.30249 -4.84481 0.0 0.0 0.0 0.452
H -2.32218 -5.09669 -3.87270 0.0 0.0 0.0 0.310
H -2.92620 -2.09853 -3.85400 0.0 0.0 0.0 0.235
H -1.49607 -2.85187 -4.53808 0.0 0.0 0.0 0.420
H -1.04076 -1.91640 -2.29620 0.0 0.0 0.0 -0.310
H -0.79560 -3.67131 -2.31064 -0.2 0.2 -0.1 0.451
H -3.37895 -1.27516 2.41901 0.0 -0.1 0.0 -0.252
H -1.87485 -1.97332 3.03365 0.0 0.0 0.0 0.255
H -4.66977 -3.20791 3.19818 0.0 0.0 0.0 0.299
H -3.73890 -2.54864 4.54016 0.0 0.0 0.0 0.326
H -3.61564 -5.07703 4.41863 0.0 0.0 0.0 0.470
H -2.03995 -4.30931 4.29638 0.0 0.0 0.0 0.317
H -3.69464 -5.33533 1.93916 0.0 0.0 0.0 0.247
H -2.21221 -6.05904 2.56024 0.0 0.0 0.0 0.410
H -1.67881 -4.63852 0.58066 -0.1 0.0 0.0 0.465
H -0.96728 -3.95642 2.01515 0.1 0.0 0.0 0.375
C -0.06587 4.85998 0.01238 0.0 0.0 0.0 -1.617
C -1.40438 4.46080 -0.54573 0.0 0.1 0.1 0.940
C -2.56325 4.58962 0.21514 0.0 0.1 -0.1 -0.770
C -3.79342 4.24012 -0.31746 0.0 0.0 0.0 0.759
Cl -5.22942 4.44344 0.65608 0.0 0.0 0.0 -0.212
C -3.90964 3.75225 -1.60649 0.0 0.0 0.0 -0.736
C -2.76105 3.61294 -2.37175 0.0 0.0 0.0 -0.380
C -1.52822 3.96902 -1.84664 -0.2 0.1 0.0 -0.014
O -0.41143 3.84248 -2.63348 0.0 0.0 0.0 -0.578
C 0.26985 2.65070 -2.29260 0.3 0.0 -0.1 0.618
C -0.34938 1.42077 -2.93868 -0.3 -0.4 0.1 0.275
O -0.98856 1.47857 -3.96723 0.2 0.0 0.2 -0.675
O -0.12794 0.30090 -2.27861 0.0 0.3 -0.3 -0.430
H -0.16285 5.74371 0.64353 0.0 0.0 0.0 0.542
H 0.63928 5.07757 -0.78781 0.0 0.0 0.0 0.319
H 0.36964 4.06059 0.61847 0.0 0.0 -0.1 0.109
H -2.50990 4.99294 1.22003 0.0 0.0 0.0 0.452
H -4.88186 3.49532 -2.00680 0.0 0.0 0.0 0.555
H -2.79269 3.22245 -3.38108 0.0 0.0 0.0 0.534
H 0.29328 2.54325 -1.20915 0.1 -0.1 0.0 -0.503
H 1.30460 2.73593 -2.62554 0.0 0.0 -0.1 0.359
C -1.96756 -0.52589 6.94353 0.0 0.0 0.0 -1.554
C -1.86068 0.06902 5.56933 -0.1 0.0 0.0 0.658
C -0.64541 0.08938 4.89836 0.0 0.0 0.0 -1.005
C -0.52039 0.58770 3.60917 0.0 0.0 0.0 0.798
C 0.84144 0.56501 2.98313 0.0 0.0 -0.1 -1.213
C -1.67409 1.10760 2.97575 0.1 0.0 0.0 0.827
C -1.67622 1.67050 1.63810 -0.2 0.2 0.1 0.166
O -0.81586 1.58052 0.76542 0.5 -0.2 0.0 0.043
C -2.90986 1.13470 3.66407 0.0 0.0 0.0 0.572
C -4.16824 1.68036 3.04476 0.0 0.0 0.0 -1.292
C -2.98208 0.59983 4.93697 0.0 0.0 0.1 -0.729
H -1.02630 -0.44319 7.48585 0.0 0.0 0.0 0.392
H -2.21580 -1.58870 6.87588 0.0 0.0 0.0 0.290
H -2.75099 -0.04105 7.52581 0.0 0.0 0.0 0.405
H 0.23989 -0.29412 5.39444 0.0 0.0 0.0 0.408
H 1.59689 0.35413 3.73874 0.0 0.1 0.0 0.525
H 1.10262 1.49111 2.47227 0.0 0.0 0.0 0.124
H 0.91442 -0.24162 2.24877 0.0 -0.1 -0.1 0.153
H -2.55614 2.26865 1.37256 0.1 0.0 0.0 -0.370
H -4.43123 1.13045 2.13901 0.0 0.0 0.0 -0.007
H -4.07930 2.73558 2.77804 0.0 0.0 0.0 0.358
H -4.99630 1.58766 3.74564 0.0 0.0 0.0 0.421
H -3.93294 0.60389 5.45854 0.0 0.0 0.0 0.366